1.
Formula: C20H23ClN2O4
Source: the Open Molecules 2025 dataset
Level of theory: ωB97M-V with the def2-TZVPD basis set

Results
**LUMO level**: 0.68 eV
**ΔE to the lowest compared entry with this formula, charge and spin**: 28.5 kcal per mole
**Calculated total energy**: -44806.082 eV

Geometry as XYZ:
```
50
Properties=species:S:1:pos:R:3:forces:R:3
C 0.9276 1.3602 -3.4358 -0.066 0.045 0.038
C 0.9083 0.0016 -2.8152 -0.178 0.032 0.074
C 2.0499 -0.7687 -2.7082 -0.144 -0.051 0.061
C 1.9963 -2.0216 -2.1164 -0.200 -0.012 0.082
Cl 3.4255 -2.9983 -2.0695 0.219 -0.241 -0.185
C 0.8189 -2.4987 -1.5795 0.212 0.047 -0.097
C -0.3328 -1.7331 -1.6771 -0.311 0.180 -0.045
C -0.3082 -0.5040 -2.3211 0.389 -0.181 -0.040
O -1.3926 0.2810 -2.5752 0.203 0.136 -0.051
C -2.6624 -0.0663 -2.0814 -0.395 -0.165 0.287
C -2.8675 0.3759 -0.6288 0.107 0.026 -0.380
C -2.6224 1.8886 -0.4746 0.096 -0.055 -0.105
C -1.2343 2.1810 0.0641 -0.406 0.192 -0.066
O -0.3461 2.6168 -0.6418 0.193 0.117 -0.304
N -1.0153 1.9411 1.3827 0.196 -0.039 0.273
C -1.9586 1.4756 2.3693 -0.083 -0.080 0.113
C -1.5971 0.0427 2.8178 -0.243 -0.183 -0.066
N -0.1874 -0.1865 2.5836 -0.156 0.026 0.085
C 0.1870 -1.2765 1.8649 -0.137 0.235 0.137
O -0.6162 -2.1520 1.5815 0.103 -0.328 -0.113
C 1.6058 -1.4188 1.4959 0.384 -1.113 -0.088
C 2.3327 -2.5788 1.4191 -0.535 0.643 0.176
C 3.6252 -2.2096 0.9916 0.116 0.607 0.051
C 3.5869 -0.8602 0.8149 0.588 -0.680 -0.025
O 2.3787 -0.3704 1.1245 -0.416 0.387 0.011
C 0.6153 0.9640 2.9125 0.184 0.255 0.026
C 0.3396 2.0790 1.8897 0.273 0.075 -0.098
H 0.5810 2.0891 -2.7041 -0.009 0.098 -0.055
H 0.2439 1.3957 -4.2821 -0.019 0.078 -0.105
H 1.9275 1.6241 -3.7680 0.083 0.012 -0.053
H 2.9862 -0.3988 -3.0976 0.088 0.039 -0.053
H 0.7836 -3.4576 -1.0890 0.023 -0.089 0.050
H -1.2354 -2.1261 -1.2380 -0.117 0.004 0.039
H -3.3649 0.4698 -2.7285 0.049 -0.112 0.091
H -2.8533 -1.1413 -2.1843 0.024 0.105 -0.054
H -3.8887 0.1213 -0.3394 0.012 -0.083 0.030
H -2.1818 -0.1873 0.0058 -0.060 -0.098 0.102
H -3.3789 2.3486 0.1618 0.005 0.003 -0.012
H -2.6753 2.3629 -1.4556 0.026 0.070 0.121
H -2.9736 1.4958 1.9814 0.028 0.044 0.058
H -1.9088 2.1579 3.2272 -0.113 -0.034 -0.078
H -1.8249 -0.0884 3.8820 -0.038 0.000 -0.063
H -2.1458 -0.7139 2.2532 0.039 0.155 0.113
H 1.9764 -3.5604 1.6531 -0.165 -0.190 0.035
H 4.4601 -2.8582 0.8271 0.190 -0.060 -0.074
H 4.3257 -0.1594 0.4796 0.023 0.172 -0.049
H 0.3271 1.2857 3.9197 0.066 -0.050 -0.043
H 1.6734 0.7143 2.9263 -0.124 0.073 0.085
H 1.0117 1.9974 1.0323 -0.060 0.022 0.194
H 0.4778 3.0649 2.3495 0.056 -0.036 -0.031
```
Forces are in eV/Å.

Atomic partial charges in e from the Löwdin method, atoms 1 to 5: C -0.025; C -0.189; C -0.064; C -0.665; Cl 0.690

---

2.
Formula: C20H23ClN2O5
Source: the Open Molecules 2025 dataset
Level of theory: ωB97M-V with the def2-TZVPD basis set

Results
**LUMO level**: 0.69 eV
**ΔE to the lowest compared entry with this formula, charge and spin**: 66.3 kcal per mole
**Calculated total energy**: -46852.412 eV

Geometry as XYZ:
```
51
Properties=species:S:1:pos:R:3:forces:R:3
C -7.9546 -0.6546 -1.8298 0.345 -0.177 0.136
C -6.5890 -1.3095 -1.9780 -0.172 0.347 -0.324
O -6.1531 -1.8978 -0.7480 -0.092 -0.352 0.070
C -5.5787 -1.0904 0.1312 0.034 -0.021 0.481
O -5.4380 0.0976 0.0056 -0.166 0.065 -0.065
C -5.1387 -1.8703 1.3666 -0.269 -0.164 -0.342
O -4.3130 -1.0940 2.2072 0.253 0.124 -0.002
C -3.2823 -0.4071 1.6449 0.374 0.426 0.230
C -2.7482 0.5920 2.3877 -0.641 -0.734 -0.082
O -1.6933 1.3393 2.0188 0.221 0.206 -0.093
C -1.1453 1.1111 0.8188 0.037 -0.302 -0.533
C 0.0070 2.0239 0.4990 0.028 0.030 0.110
N 1.1428 1.2752 -0.0044 -0.075 0.059 0.032
C 2.1631 2.1384 -0.5696 0.107 -0.073 -0.274
C 3.2584 1.2693 -1.1817 -0.083 0.334 -0.029
N 3.8428 0.4303 -0.1604 -0.370 0.106 0.127
C 5.1790 0.0871 -0.1899 0.540 -0.152 0.048
C 6.1509 1.0540 -0.4830 -0.089 0.048 -0.097
C 7.4936 0.7431 -0.4577 -0.032 -0.070 -0.025
C 7.9282 -0.5313 -0.1305 0.020 -0.138 0.034
C 6.9717 -1.4864 0.1616 0.107 0.252 -0.064
Cl 7.4718 -3.0956 0.5635 0.051 -0.173 0.043
C 5.6197 -1.2019 0.1299 -0.178 0.050 -0.033
C 2.8460 -0.4319 0.4286 -0.139 0.069 0.259
C 1.7316 0.4324 1.0206 0.084 -0.287 -0.023
C -1.5937 0.1463 -0.0112 0.017 0.240 0.327
C -2.7004 -0.7231 0.3274 0.093 0.080 0.173
O -3.0992 -1.6205 -0.4063 0.125 -0.032 0.055
H -8.6820 -1.3778 -1.4687 -0.099 -0.047 -0.007
H -8.2815 -0.2729 -2.7928 -0.069 0.046 -0.109
H -7.8963 0.1713 -1.1253 -0.028 0.068 0.013
H -6.6215 -2.1380 -2.6877 0.053 0.102 0.084
H -5.8444 -0.5738 -2.2968 -0.068 -0.177 0.006
H -4.6511 -2.7958 1.0456 -0.120 0.198 0.073
H -6.0171 -2.1127 1.9722 0.068 0.028 -0.116
H -3.1328 0.8555 3.3607 0.003 0.039 0.002
H -0.3072 2.7232 -0.2820 0.015 0.017 0.105
H 0.2499 2.6066 1.4055 -0.031 -0.020 -0.097
H 1.7097 2.7557 -1.3483 0.006 0.024 0.016
H 2.6061 2.8008 0.1950 -0.009 -0.009 -0.050
H 4.0185 1.8954 -1.6443 -0.042 -0.038 0.014
H 2.8019 0.6406 -1.9620 0.049 0.073 -0.033
H 5.8526 2.0657 -0.7098 -0.045 0.091 0.013
H 8.2204 1.5088 -0.6840 0.054 0.075 -0.012
H 8.9772 -0.7754 -0.1025 0.092 -0.056 0.018
H 4.9191 -1.9938 0.3362 -0.064 -0.072 0.016
H 3.2912 -1.0138 1.2351 -0.026 -0.011 -0.053
H 2.4120 -1.1140 -0.3175 0.030 -0.059 0.058
H 0.9539 -0.2163 1.4287 0.036 -0.008 0.036
H 2.1503 1.0411 1.8424 -0.032 -0.044 -0.029
H -1.1079 -0.0060 -0.9606 0.099 0.019 -0.084
```
Forces are in eV/Å.

Atomic partial charges in e from the Löwdin method, atoms 1 to 5: C -0.062; C -0.204; O 0.012; C -0.496; O 0.131

---

3.
Formula: C20H23FN2O
Source: the Open Molecules 2025 dataset
Level of theory: ωB97M-V with the def2-TZVPD basis set

Results
**LUMO level**: 0.60 eV
**ΔE to the lowest compared entry with this formula, charge and spin**: 11.9 kcal per mole
**Calculated total energy**: -28859.017 eV

Geometry as XYZ:
```
47
Properties=species:S:1:pos:R:3:forces:R:3
C -0.1172 -2.1575 3.3607 0.146 0.115 -0.187
C -0.4969 -0.8894 2.5944 -0.124 -0.070 0.083
C -1.5645 -1.2088 1.5282 0.120 -0.036 -0.055
C -0.9525 -1.9638 0.3635 -0.232 0.118 0.262
O -1.0905 -3.1676 0.2453 -0.145 -0.377 0.111
N -0.2038 -1.2538 -0.5174 0.257 0.058 -0.276
C -0.0206 0.1772 -0.5780 -0.167 0.334 -0.116
C -0.6002 0.6998 -1.9060 0.124 0.148 0.274
N -0.0135 0.0434 -3.0500 -0.403 0.028 -0.188
C 1.1184 0.5639 -3.6559 0.209 0.111 -0.237
C 1.8742 1.6065 -3.1052 -0.082 -0.117 0.015
C 2.9620 2.1492 -3.7632 0.126 0.082 -0.074
C 3.3538 1.6712 -4.9998 -0.003 0.036 0.041
C 2.6226 0.6502 -5.5821 -0.105 -0.077 0.090
C 1.5298 0.1285 -4.9253 0.130 -0.043 -0.096
F 0.8272 -0.8370 -5.5752 -0.006 0.175 0.172
C -0.2108 -1.3913 -2.9619 0.255 -0.401 0.229
C 0.3857 -1.9316 -1.6562 -0.125 -0.338 -0.276
C -0.9874 0.1854 3.5326 0.156 0.070 -0.104
C -0.2685 1.3633 3.6891 0.012 -0.049 -0.030
C -0.7075 2.3548 4.5494 0.002 0.114 0.054
C -1.8780 2.1819 5.2662 0.004 0.101 0.057
C -2.6046 1.0126 5.1164 -0.085 -0.022 0.041
C -2.1630 0.0238 4.2568 0.015 -0.008 -0.015
H 0.1820 -2.9375 2.6647 0.033 -0.142 -0.015
H 0.7075 -1.9557 4.0410 0.051 -0.011 0.078
H -0.9600 -2.5227 3.9419 -0.102 -0.056 0.056
H 0.4028 -0.5191 2.0900 -0.078 0.045 0.042
H -2.3227 -1.8626 1.9602 -0.005 0.032 -0.083
H -2.0564 -0.2949 1.1917 -0.005 -0.007 0.021
H -0.5037 0.6778 0.2577 0.044 -0.024 0.031
H 1.0558 0.3893 -0.5387 -0.082 0.055 0.055
H -0.4763 1.7795 -1.9873 -0.038 -0.021 0.002
H -1.6739 0.4782 -1.9234 0.043 0.063 0.063
H 1.6150 2.0037 -2.1369 -0.058 -0.018 0.097
H 3.5136 2.9499 -3.2937 0.039 0.066 0.042
H 4.2074 2.0879 -5.5096 0.082 0.039 -0.054
H 2.8753 0.2589 -6.5550 -0.009 -0.066 -0.098
H 0.2441 -1.9031 -3.8048 -0.058 0.066 0.004
H -1.2876 -1.5889 -2.9768 0.048 -0.053 -0.004
H 0.1800 -2.9976 -1.5521 0.102 0.128 -0.019
H 1.4700 -1.7650 -1.6493 -0.040 -0.023 -0.030
H 0.6490 1.5057 3.1342 0.085 -0.014 -0.061
H -0.1335 3.2635 4.6595 0.041 0.071 0.013
H -2.2228 2.9536 5.9384 -0.028 0.059 0.052
H -3.5197 0.8706 5.6728 -0.073 -0.012 0.041
H -2.7401 -0.8824 4.1489 -0.075 -0.128 -0.008
```
Forces are in eV/Å.

Atomic partial charges in e from the Löwdin method, atoms 1 to 5: C -0.036; C -0.327; C -0.070; C -0.457; O 0.054